Here is a 7-piece molecular cluster, C29H59BO19S7 overall from the Open Molecules 2025 dataset. Energies are from ωB97M-V/def2-TZVPD.

Values from the calculation:
total charge: 0
HOMO: -9.98 eV
HOMO-LUMO gap: 10.22 eV
lowest unoccupied orbital energy: 0.2 eV

Bonds (Å) are listed after each position.
Positions of all 115 atoms, in Å:
1 S -6.3531 5.7685 -0.4849  O17 1.443, O19 1.441, C29 1.799, C33 1.790
2 S -3.3951 3.0084 4.2613  O14 1.439, O15 1.443, C38 1.789, C43 1.800
3 S 0.4069 3.3186 -3.4875  O10 1.440, O12 1.598, O13 1.687
4 S -0.3565 -0.7499 -0.6383  O24 1.447, O25 1.447, C27 1.797, C52 1.783
5 S 2.1601 -5.6935 -0.1634  O16 1.443, O20 1.448, C40 1.789, C41 1.793
6 S -1.3509 -2.9903 4.4594  O18 1.441, O26 1.442, C48 1.798, C55 1.790
7 S 3.0011 -5.9418 -4.7039  O8 1.446, O11 1.443, C44 1.800, C54 1.792
8 O 4.1906 -6.0649 -3.8911  S7 1.446
9 O 3.9086 2.5434 -2.1501  C37 1.359, C51 1.420
10 O 1.5802 2.8641 -4.1872  S3 1.440
11 O 2.0888 -7.0473 -4.8691  S7 1.443
12 O 0.4441 2.7665 -1.9884  S3 1.598, C47 1.452
13 O 0.7506 4.9310 -3.1288  S3 1.687, B56 1.418
14 O -3.7606 1.9751 5.1942  S2 1.439
15 O -3.4787 2.7853 2.8384  S2 1.443
16 O 2.2929 -5.3484 1.2318  S5 1.443
17 O -6.3088 7.0444 0.1878  S1 1.443
18 O -1.9844 -4.2300 4.0884  S6 1.441
19 O -7.5565 5.3267 -1.1438  S1 1.441
20 O 1.5089 -4.8054 -1.1042  S5 1.448
21 O -1.3990 5.9286 -2.6513  B56 1.371, H77 0.964
22 O 6.0213 3.0465 -2.5528  C37 1.201
23 O 0.0811 5.5954 -0.8818  B56 1.360, H115 0.962
24 O -0.0744 0.2317 0.3864  S4 1.447
25 O -0.0506 -0.4689 -2.0246  S4 1.447
26 O -1.4686 -1.8166 3.6304  S6 1.442
27 C -2.0723 -1.2608 -0.4867  S4 1.797, C31 1.534, H75 1.087, H107 1.089
28 C -1.8742 5.1306 4.4993  C34 1.535, C38 1.525, H59 1.092, H68 1.089
29 C -5.7767 4.4976 0.6507  S1 1.799, C30 1.532, H92 1.087, H103 1.088
30 C -4.4751 3.9512 0.0558  C29 1.532, C35 1.536, H83 1.086, H94 1.092
31 C -2.0338 -2.7474 -0.1092  C27 1.534, C39 1.533, H71 1.089, H78 1.093
32 C 4.4595 4.7515 -3.0857  C37 1.503, C46 1.547, H67 1.091, H101 1.088
33 C -4.9684 5.6653 -1.6150  S1 1.790, C35 1.524, H88 1.090, H110 1.087
34 C -3.2016 5.5106 5.1710  C28 1.535, C43 1.534, H60 1.092, H108 1.089
35 C -3.8416 5.0794 -0.7728  C30 1.536, C33 1.524, H87 1.084, H96 1.092
36 C 2.8203 -3.9093 -6.4253  C44 1.534, C45 1.534, H95 1.092, H98 1.089
37 C 4.8751 3.4057 -2.5624  O9 1.359, O22 1.201, C32 1.503
38 C -1.7545 3.6161 4.6372  S2 1.789, C28 1.525, H104 1.090, H112 1.088
39 C -0.7252 -2.9922 0.6501  C31 1.533, C52 1.524, H69 1.088, H100 1.089
40 C 1.4120 -7.3120 -0.3056  S5 1.789, C49 1.528, H64 1.088, H109 1.089
41 C 3.7648 -6.1553 -0.8177  S5 1.793, C42 1.531, H63 1.086, H79 1.087
42 C 3.6971 -7.6604 -1.0892  C41 1.531, C49 1.533, H66 1.088, H99 1.093
43 C -4.2672 4.5310 4.6638  S2 1.800, C34 1.534, H73 1.088, H86 1.087
44 C 3.4724 -5.2929 -6.3152  S7 1.800, C36 1.534, H62 1.088, H85 1.087
45 C 2.6729 -3.3566 -5.0021  C36 1.534, C54 1.526, H74 1.089, H82 1.092
46 C 4.4754 5.8426 -1.9897  C32 1.547, H72 1.090, H97 1.089, H102 1.089
47 C 1.6386 2.1224 -1.4715  O12 1.452, C51 1.528, H76 1.086, H105 1.088
48 C -1.8127 -2.5470 6.1400  S6 1.798, C53 1.535, H84 1.088, H111 1.087
49 C 2.2346 -8.0103 -1.3881  C40 1.528, C42 1.533, H58 1.092, H70 1.089
50 C 0.6593 -2.4674 6.0553  C53 1.536, C55 1.526, H61 1.092, H80 1.089
51 C 2.8559 3.0358 -1.3346  O9 1.420, C47 1.528, H106 1.094, H113 1.089
52 C 0.3674 -2.3095 -0.1647  S4 1.783, C39 1.524, H81 1.082, H114 1.088
53 C -0.5407 -2.7063 6.9835  C48 1.535, C50 1.536, H57 1.092, H89 1.089
54 C 2.0904 -4.4940 -4.1684  S7 1.792, C45 1.526, H65 1.090, H91 1.087
55 C 0.3829 -3.2816 4.7952  S6 1.790, C50 1.526, H90 1.089, H93 1.088
56 B -0.1747 5.4930 -2.2134  O13 1.418, O21 1.371, O23 1.360
57 H -0.4907 -3.7186 7.3888  C53 1.092
58 H 1.9582 -7.6343 -2.3748  C49 1.092
59 H -1.9001 5.4067 3.4429  C28 1.092
60 H -3.1017 5.4190 6.2542  C34 1.092
61 H 0.7286 -1.4069 5.8042  C50 1.092
62 H 4.5588 -5.2335 -6.3374  C44 1.088
63 H 3.9319 -5.5953 -1.7332  C41 1.086
64 H 0.3581 -7.2030 -0.5524  C40 1.088
65 H 1.0399 -4.6611 -4.4044  C54 1.090
66 H 4.3515 -7.9371 -1.9132  C42 1.088
67 H 3.4517 4.6984 -3.5013  C32 1.091
68 H -1.0278 5.6390 4.9582  C28 1.089
69 H -0.7948 -2.5428 1.6390  C39 1.088
70 H 2.0664 -9.0858 -1.3820  C49 1.089
71 H -2.9020 -3.0196 0.4889  C31 1.089
72 H 5.4892 6.2206 -1.8564  C46 1.090
73 H -4.7424 4.8878 3.7528  C43 1.088
74 H 2.0315 -2.4777 -4.9722  C45 1.089
75 H -2.5723 -1.0827 -1.4356  C27 1.087
76 H 1.3283 1.7381 -0.5045  C47 1.086
77 H -1.3482 6.1072 -3.5972  O21 0.964
78 H -2.0517 -3.3585 -1.0147  C31 1.093
79 H 4.5294 -5.9084 -0.0854  C41 1.087
80 H 1.5976 -2.7646 6.5208  C50 1.089
81 H 0.5838 -2.8535 -1.0744  C52 1.082
82 H 3.6517 -3.0717 -4.6102  C45 1.092
83 H -3.8092 3.5960 0.8369  C30 1.086
84 H -2.1628 -1.5168 6.1202  C48 1.088
85 H 3.1215 -5.9805 -7.0803  C44 1.087
86 H -5.0240 4.3073 5.4109  C43 1.087
87 H -3.0291 4.7169 -1.3926  C35 1.084
88 H -5.2558 4.9932 -2.4232  C33 1.090
89 H -0.5437 -2.0165 7.8259  C53 1.089
90 H 0.5065 -4.3492 4.9731  C55 1.089
91 H 2.2141 -4.3544 -3.0976  C54 1.087
92 H -6.5492 3.7386 0.7416  C29 1.087
93 H 0.9709 -2.9753 3.9328  C55 1.088
94 H -4.6975 3.1027 -0.5954  C30 1.092
95 H 1.8334 -4.0033 -6.8823  C36 1.092
96 H -3.4387 5.8488 -0.1102  C35 1.092
97 H 4.1520 5.4666 -1.0202  C46 1.089
98 H 3.4121 -3.2495 -7.0575  C36 1.089
99 H 4.0285 -8.2072 -0.2033  C42 1.093
100 H -0.5198 -4.0543 0.7727  C39 1.089
101 H 5.1344 5.0508 -3.8846  C32 1.088
102 H 3.8416 6.6707 -2.3038  C46 1.089
103 H -5.6130 4.9733 1.6152  C29 1.088
104 H -1.5259 3.3244 5.6618  C38 1.090
105 H 1.8784 1.2624 -2.0940  C47 1.088
106 H 3.1708 3.0295 -0.2869  C51 1.094
107 H -2.5263 -0.6519 0.2932  C27 1.089
108 H -3.4844 6.5392 4.9541  C34 1.089
109 H 1.5218 -7.8034 0.6605  C40 1.089
110 H -4.7548 6.6558 -2.0098  C33 1.087
111 H -2.6144 -3.2053 6.4636  C48 1.087
112 H -1.0432 3.1633 3.9502  C38 1.088
113 H 2.5561 4.0463 -1.6096  C51 1.089
114 H 1.2830 -2.1285 0.3941  C52 1.088
115 H 0.9835 5.3410 -0.6670  O23 0.962

Atom charges from the Löwdin analysis, given in e for atoms 1 to 4:
1 S 0.66
2 S 0.67
3 S 0.99
4 S 0.68